DFT (the ωB97M-V functional and the def2-TZVPD basis) results for a 2-piece molecular cluster, CH4N2O2S overall.

Output
largest force on an atom: 6.4 eV Å⁻¹
LUMO energy: -0.3 eV
frontier orbital gap: 8.340 eV
2S+1: 1
HOMO energy: -8.7 eV
molecular weight: 108.1 g mol⁻¹
relative energy (zero: lowest compared OMol25 entry of this formula, charge and spin): 7.044 eV

Geometry (Å):
H 2.7641 0.8210 0.3551
N -0.2171 1.1286 0.1557
O -1.4539 1.7618 -0.1520
H -2.2440 0.9492 0.8021
H 1.8522 -1.7340 0.3944
C 0.0337 -0.1404 0.0201
O 2.3359 0.2774 -0.3546
N 1.3762 -0.5729 0.3397
S -1.1458 -1.3355 -0.0917
H 0.5884 1.9702 0.3805

Here are the natural (NBO) charges for atoms 1 to 2, given in e: 0.46, -0.29